## A
Here is a 2-piece molecular cluster, CH8NS overall from the Open Molecules 2025 dataset. Energies are from ωB97M-V/def2-TZVPD.

The geometry in XYZ format:
```
11
CH8NS (ωB97M-V/def2-TZVPD)
N 1.793 -0.912 -1.224
H 2.747 -1.220 -1.033
H 1.140 -1.702 -1.264
H 1.617 -0.366 -2.072
H 1.455 -0.358 -0.417
C -1.406 1.060 1.394
S -0.917 0.367 -0.202
H -0.550 1.074 2.066
H -2.206 0.500 1.861
H -1.761 2.071 1.264
H -1.911 -0.514 -0.372
```

Computed properties:
charge: +1
Kohn-Sham gap: 9.3 eV
2S+1: 1

---

## B
Here is a 2-piece molecular cluster, CH8NS overall from the Open Molecules 2025 dataset. Energies are from ωB97M-V/def2-TZVPD.

The geometry in XYZ format:
```
11
CH8NS (ωB97M-V/def2-TZVPD)
N -0.810 -1.262 2.580
H 0.013 -1.033 2.101
H -0.912 -0.629 3.501
H -1.433 -1.072 1.866
H -0.812 -2.273 2.901
C 0.683 0.684 -2.621
S 0.916 1.388 -0.913
H -0.365 0.451 -2.725
H 1.107 1.308 -3.397
H 1.330 -0.105 -2.446
H 0.282 2.543 -0.850
```

Computed properties:
charge: +1
Kohn-Sham gap: 7.5 eV
2S+1: 1

---

The most stable of them is A.

---

## A
Here is a 2-piece molecular cluster, C6H14O2 overall from the Open Molecules 2025 dataset. Energies are from ωB97M-V/def2-TZVPD.

The geometry in XYZ format:
```
22
C6H14O2 (ωB97M-V/def2-TZVPD)
C 1.778 -0.834 0.054
O 2.832 0.235 0.511
C 0.780 -0.684 1.144
C -0.792 -0.875 0.952
C -1.382 0.452 0.518
C -1.691 0.813 -0.716
C -1.592 1.353 1.701
H 1.344 -0.363 -0.879
H 2.256 -1.745 -0.119
H 2.903 0.789 -0.341
H 0.769 0.333 1.630
H 1.162 -1.315 2.095
H -1.198 -1.115 1.914
H -1.137 -1.709 0.294
H -1.349 0.200 -1.644
H -2.113 1.747 -1.073
H -2.559 1.718 1.715
H -1.406 0.879 2.610
H -1.014 2.534 1.740
H 0.135 -0.830 -3.682
H 1.332 -1.028 -4.549
O 0.942 -0.554 -3.876
```

Computed properties:
<S²>: 0.754
charge: +1
Kohn-Sham gap (spin up / spin down): 9.4 / 5.0 eV
2S+1: 2

---

## B
Here is a 3-piece molecular cluster, C6H14O2 overall from the Open Molecules 2025 dataset. Energies are from ωB97M-V/def2-TZVPD.

The geometry in XYZ format:
```
22
C6H14O2 (ωB97M-V/def2-TZVPD)
O 2.859 0.864 -0.884
C 2.797 -0.263 -0.414
C 1.627 -0.804 0.216
C 0.470 0.091 0.429
C -0.448 -0.415 1.548
C -0.272 0.403 -0.922
C -1.073 1.717 -0.821
H 3.655 -0.958 -0.472
H 1.718 -1.769 0.691
H -3.629 0.011 -1.272
H 0.937 1.061 0.658
H -1.427 0.048 1.466
H -0.031 -0.056 2.478
H -0.497 -1.490 1.539
H 0.483 0.507 -1.704
H -0.905 -0.455 -1.155
H -1.569 1.730 0.143
H -1.831 1.700 -1.591
H -0.373 2.550 -0.860
H -3.512 -0.767 0.169
H -3.617 -2.180 0.102
O -3.548 -1.498 0.793
```

Computed properties:
<S²>: 1.763
charge: +1
Kohn-Sham gap (spin up / spin down): 9.9 / 5.2 eV
2S+1: 2

---

## C
Here is a 2-piece molecular cluster, C6H14O2 overall from the Open Molecules 2025 dataset. Energies are from ωB97M-V/def2-TZVPD.

The geometry in XYZ format:
```
22
C6H14O2 (ωB97M-V/def2-TZVPD)
C -1.369 0.018 2.262
O -0.566 1.027 1.623
C -0.752 -1.332 2.238
C -0.494 -1.993 0.854
C -0.312 -1.104 -0.306
C 0.599 -1.381 -1.329
C 0.849 -0.508 -2.477
H -2.349 0.078 1.809
H -1.454 0.351 3.291
H 0.362 0.791 1.556
H -1.267 -2.042 2.833
H 0.231 -1.335 2.721
H -1.416 -2.516 0.506
H 0.313 -2.720 0.914
H -0.918 -0.200 -0.271
H 1.147 -2.316 -1.359
H -0.008 0.110 -2.767
H 1.631 0.183 -2.103
H 1.129 -0.970 -3.424
H 1.532 4.879 -2.505
H 1.358 3.566 -1.649
O 1.737 3.940 -2.452
```

Computed properties:
<S²>: 0.753
charge: +1
Kohn-Sham gap (spin up / spin down): 9.6 / 5.8 eV
2S+1: 2

---

The most stable of them is C.